(1)
This record from the Open Molecules 2025 dataset describes a 6-piece molecular cluster, C29H48ClN5O9 overall. The level of theory is ωB97M-V/def2-TZVPD.

The calculation puts the LUMO energy at -0.0231 Ha. The value obtained for the HOMO energy is -0.3097 Ha. The structure (SMILES) is C[C@@H](CC1=C(Cl)C(=O)OC1=O)OCc1ccccc1.CNC(C)=O.CNC(C)=O.CNC(C)=O.CNC(C)=O.CNC(C)=O. The calculation puts the gap between HOMO and LUMO at 7.8 eV.

Last column: Löwdin charge in e.
Geometry (Å):
1 C 3.10611 1.49095 -1.66261  -0.0438
2 C 2.28267 0.90711 -2.79871  -0.3617
3 C 2.46391 -0.62009 -2.94119  -0.0647
4 C 1.49095 -1.41009 -2.16508  -0.1260
5 C 1.54812 -1.86504 -0.91954  -0.5336
6 Cl 2.81348 -1.69525 0.20466  0.7963
7 C 0.29715 -2.55864 -0.55170  -0.4677
8 O -0.02970 -3.05473 0.46509  0.1711
9 O -0.51301 -2.49949 -1.65340  0.1562
10 C 0.16947 -1.85433 -2.67685  -0.3852
11 O -0.29041 -1.76285 -3.75686  0.2096
12 O 0.91855 1.28283 -2.81725  -0.0988
13 C 0.30135 1.45299 -1.54381  -0.1604
14 C -1.18544 1.15666 -1.61429  -0.1994
15 C -1.86185 1.00990 -0.39719  -0.0437
16 C -3.22332 0.72006 -0.38677  -0.0837
17 C -3.89142 0.56440 -1.59929  -0.0664
18 C -3.22797 0.71969 -2.81457  -0.0587
19 C -1.86342 1.01395 -2.82014  -0.0344
20 H 3.12361 2.57615 -1.68436  0.0877
21 H 2.81291 1.12843 -0.68350  0.0551
22 H 4.12830 1.14593 -1.80781  0.0844
23 H 2.71385 1.32016 -3.70961  0.1412
24 H 2.29323 -0.85289 -3.98982  0.1303
25 H 3.48483 -0.90465 -2.70844  0.1126
26 H 0.44926 2.48414 -1.22102  0.1352
27 H 0.70869 0.76304 -0.81123  0.1057
28 H -1.33090 1.11538 0.53952  0.1108
29 H -3.73347 0.60341 0.55908  0.0629
30 H -4.94414 0.31845 -1.59058  0.1036
31 H -3.75525 0.60200 -3.75005  0.0718
32 H -1.32600 1.12053 -3.74730  0.1087
33 C -2.88328 -1.70329 1.88522  -0.0079
34 C -3.64344 -0.73943 2.76315  -0.5384
35 O -4.47295 0.03676 2.30766  0.0074
36 N -3.36637 -0.75773 4.09100  0.0149
37 C -2.41421 -1.59823 4.80408  -0.0676
38 H -3.20457 -1.57347 0.85660  0.0735
39 H -1.81132 -1.51190 1.94245  0.0764
40 H -3.07840 -2.73279 2.18627  0.0921
41 H -3.90494 -0.09307 4.62323  0.1373
42 H -2.94442 -2.19009 5.55238  0.0875
43 H -1.68440 -0.97122 5.31328  0.0468
44 H -1.90218 -2.26791 4.12083  0.0730
45 C -0.12019 1.19064 8.87715  -0.0063
46 C -0.17853 0.74974 7.43433  -0.5398
47 O -0.55793 -0.36873 7.11571  0.0102
48 N 0.20639 1.64392 6.48892  0.0127
49 C 0.67809 3.00393 6.67644  -0.0723
50 H -0.45778 0.36964 9.50164  0.0843
51 H 0.90034 1.45214 9.15907  0.0854
52 H -0.76991 2.05019 9.04391  0.0862
53 H 0.14347 1.28849 5.54775  0.1403
54 H 0.02043 3.70190 6.15666  0.0851
55 H 1.68560 3.10882 6.27139  0.0839
56 H 0.69769 3.26259 7.72904  0.0711
57 C 4.96889 -0.62127 -6.80464  -0.0092
58 C 5.58340 -0.23641 -5.47942  -0.5515
59 O 5.49197 -0.95061 -4.49339  0.0243
60 N 6.24949 0.94689 -5.41833  0.0066
61 C 6.45778 1.91737 -6.47730  -0.0760
62 H 4.47780 -1.58225 -6.68972  0.0835
63 H 4.22938 0.11752 -7.11602  0.0846
64 H 5.73592 -0.70771 -7.57478  0.0849
65 H 6.63688 1.14322 -4.50899  0.1374
66 H 7.52559 2.05552 -6.65341  0.0833
67 H 6.02578 2.87862 -6.19454  0.0826
68 H 5.99372 1.58587 -7.39931  0.0706
69 C -5.30505 1.82200 -7.81325  -0.0102
70 C -4.63486 2.16386 -6.50318  -0.5392
71 O -4.73687 1.45237 -5.51778  0.0311
72 N -3.90142 3.30724 -6.45230  0.0097
73 C -3.66572 4.27202 -7.50900  -0.0791
74 H -5.84539 0.88923 -7.68876  0.0823
75 H -6.01035 2.60255 -8.10072  0.0834
76 H -4.56455 1.69774 -8.60416  0.0836
77 H -3.48297 3.47476 -5.55035  0.1409
78 H -2.59617 4.35255 -7.71090  0.0819
79 H -4.03657 5.25377 -7.20963  0.0824
80 H -4.16985 3.97407 -8.42159  0.0694
81 C 0.22896 -5.42073 6.74779  -0.0099
82 C 0.76657 -5.06627 8.11505  -0.5561
83 O 0.56693 -5.76964 9.09168  0.0268
84 N 1.48822 -3.91914 8.22048  0.0084
85 C 1.82402 -2.96664 7.17638  -0.0704
86 H -0.32070 -6.35319 6.82630  0.0811
87 H -0.44452 -4.64266 6.38624  0.0776
88 H 1.04337 -5.55018 6.03412  0.0832
89 H 1.81363 -3.73588 9.15588  0.1364
90 H 2.91010 -2.88877 7.08998  0.0811
91 H 1.41402 -1.98944 7.43285  0.0615
92 H 1.41523 -3.27534 6.22113  0.0723

Atoms 1-3, force components in eV/Å:
C 0.29 -0.33 -0.02
C 0.42 0.18 -0.02
C -0.34 0.07 -0.49

---

(2)
This record from the Open Molecules 2025 dataset describes C29H49AgN2O14 as an isolated structure in a non-equilibrium geometry. The level of theory is ωB97M-V/def2-TZVPD.

The calculation puts the LUMO energy (spin up / spin down) at -0.2060 / -0.3703 Ha. The value obtained for the HOMO energy (spin up / spin down) is -0.5072 / -0.5072 Ha. Its spin multiplicity is 3. The calculation puts the gap between HOMO and LUMO (spin up / spin down) at 8.2 / 3.7 eV. The net charge is +2. Its expectation value of S² is 2.011.

Last column: Löwdin charge in e.
Geometry (Å):
1 Ag 16.74898 12.81108 13.52017  0.8769
2 N 19.32694 14.57009 12.14013  -0.5410
3 O 18.74512 15.62754 12.36669  0.1245
4 O 18.74562 13.51026 12.31627  0.1679
5 O 20.41114 14.53004 11.62816  0.2080
6 C 17.72576 21.01507 12.72893  0.0156
7 C 19.11330 20.31885 13.00811  -0.4112
8 C 20.20725 21.31505 13.56104  -0.0940
9 C 19.98128 21.70321 15.05539  -0.1504
10 C 19.89523 20.43830 15.80583  -0.1857
11 C 18.83413 19.46674 15.44308  -0.3911
12 N 18.98751 19.15472 13.97400  0.0997
13 O 18.19876 18.15789 13.49194  0.0847
14 C 19.08909 18.13124 16.24497  -0.0031
15 C 17.32445 19.92583 15.93070  0.0539
16 C 19.61891 19.86183 11.65706  -0.0273
17 H 17.41269 21.68627 13.52868  0.0769
18 H 16.88024 20.38619 12.45018  0.0963
19 H 17.84401 21.72284 11.90846  0.1024
20 H 21.19551 20.86107 13.48795  0.1107
21 H 20.29793 22.27180 13.04672  0.1353
22 H 19.06347 22.29113 15.04805  0.1136
23 H 20.77321 22.31697 15.48465  0.1347
24 H 19.81942 20.64320 16.87371  0.1496
25 H 20.82453 19.87017 15.76427  0.1160
26 H 20.14355 17.89128 16.10845  0.0781
27 H 18.80087 18.19775 17.29407  0.1014
28 H 18.53162 17.25274 15.92008  0.0854
29 H 17.24459 19.78597 17.00873  0.0939
30 H 17.19648 20.98494 15.70709  0.0733
31 H 16.59580 19.28886 15.42925  0.0878
32 H 19.72788 20.71249 10.98430  0.1100
33 H 18.88781 19.24146 11.13865  0.0936
34 H 20.58810 19.38410 11.80043  0.0753
35 H 18.78737 17.47173 13.16894  0.0894
36 O 15.95058 13.80582 11.58131  0.0010
37 C 15.25795 14.51177 10.84765  -0.4039
38 O 13.98083 14.23226 10.53476  0.0557
39 C 13.27882 15.33575 9.90276  -0.0932
40 C 14.44267 16.18140 9.35736  -0.1654
41 C 15.64770 15.81703 10.16862  -0.0818
42 H 12.67015 15.96699 10.55020  0.1312
43 H 12.62879 15.04194 9.07860  0.1344
44 H 14.22167 17.24874 9.35033  0.1208
45 H 14.71610 16.06224 8.30897  0.1207
46 H 15.74166 16.54029 10.97865  0.1260
47 H 16.57648 15.84353 9.59873  0.1335
48 O 18.51642 11.35432 14.62584  0.0201
49 C 19.62890 10.88438 14.39646  -0.4636
50 O 19.82771 9.59220 14.32260  0.0893
51 C 21.21054 9.31647 14.02556  -0.0900
52 C 21.93284 10.64147 14.34200  -0.1298
53 C 20.87895 11.66048 14.04883  -0.0925
54 H 21.22705 8.98803 12.98635  0.1109
55 H 21.75893 8.52090 14.52998  0.1372
56 H 22.78570 10.76943 13.67539  0.1231
57 H 22.29803 10.83376 15.35084  0.1301
58 H 20.84121 11.95489 13.00002  0.0953
59 H 20.98192 12.64270 14.51008  0.1298
60 O 21.00100 8.61078 10.48620  0.1042
61 C 21.10168 9.78340 10.15653  -0.4738
62 O 22.06501 10.56474 10.73499  0.0165
63 C 22.02666 11.90828 10.25976  -0.1490
64 C 20.69173 11.93822 9.57280  -0.1411
65 C 20.21592 10.48745 9.25076  -0.0366
66 H 22.87424 12.10050 9.60191  0.1370
67 H 21.96038 12.55289 11.13621  0.0967
68 H 20.64092 12.51389 8.64861  0.1172
69 H 20.04825 12.54935 10.20570  0.0753
70 H 20.38775 10.18360 8.21816  0.1439
71 H 19.19039 10.25279 9.53594  0.1088
72 O 23.12523 15.24582 15.56719  0.1142
73 C 23.20688 16.12294 14.73004  -0.5010
74 O 24.30533 16.83712 14.62605  0.0728
75 C 24.08084 17.95571 13.73970  -0.1091
76 C 22.57868 17.97031 13.58462  -0.1834
77 C 22.11432 16.56615 13.79032  -0.0830
78 H 24.50464 17.65087 12.78285  0.1332
79 H 24.54154 18.90237 14.02199  0.1400
80 H 22.41767 18.23941 12.54070  0.1110
81 H 22.11884 18.64785 14.30404  0.0995
82 H 22.07521 15.97737 12.87386  0.1145
83 H 21.08959 16.49945 14.15581  0.1046
84 O 16.80869 11.32556 11.81875  -0.0103
85 C 16.45050 10.29625 11.25040  -0.4847
86 O 17.35889 9.56161 10.65951  0.0473
87 C 16.79587 8.25654 10.33943  -0.1037
88 C 15.44964 8.23317 11.02401  -0.1128
89 C 15.08898 9.73766 11.17660  -0.0467
90 H 17.36634 7.41244 10.72695  0.1387
91 H 16.79113 8.20062 9.25088  0.1374
92 H 15.45840 7.74792 12.00000  0.1298
93 H 14.73502 7.73350 10.36998  0.1256
94 H 14.54476 9.97527 12.09063  0.1328
95 H 14.57788 10.35202 10.43537  0.1434

Atoms 1-3, force components in eV/Å:
Ag 0.37 -0.41 0.25
N -0.55 2.57 -0.83
O -0.04 -0.33 0.52

---

(3)
This record from the Open Molecules 2025 dataset describes a 9-piece molecular cluster, C29H49Cl16FNO6P overall in a non-equilibrium geometry. The level of theory is ωB97M-V/def2-TZVPD.

The calculation puts the LUMO energy at 0.0041 Ha. The value obtained for the HOMO energy is -0.2802 Ha. The structure (SMILES) is CC[C@](F)(CCC(=O)Nc1ccccc1)OC(=O)P(=O)(O)O.ClCCCl.ClCCCl.ClCCCl.ClCCCl.ClCCCl.ClCCCl.ClCCCl.ClCCCl. The calculation puts the gap between HOMO and LUMO at 7.7 eV.

Last column: Löwdin charge in e.
Geometry (Å):
1 C 4.97562 2.14787 -1.09075  -0.0643
2 C 3.78332 2.96462 -1.67586  -0.1409
3 C 2.44903 2.51019 -1.06195  -0.4566
4 F 2.58801 2.43288 0.32477  0.0316
5 C 2.10287 1.10392 -1.64757  -0.0531
6 C 2.33035 -0.07113 -0.66055  -0.1175
7 C 1.08961 -0.56672 0.09985  -0.4004
8 O 0.97393 -1.76189 0.27416  0.0711
9 N 0.07470 0.29529 0.65738  0.1153
10 C -0.81425 0.84100 -0.31239  -0.2665
11 C -1.18512 0.11592 -1.43631  -0.0774
12 C -2.01995 0.68806 -2.38386  -0.3317
13 C -2.46656 1.98289 -2.14624  -0.1996
14 C -2.14173 2.71269 -1.01862  -0.0682
15 C -1.29199 2.12301 -0.09354  -0.0452
16 O 1.35059 3.34930 -1.38507  0.0498
17 C 1.49423 4.63971 -0.93546  -0.4177
18 O 2.05568 5.49505 -1.57136  0.1377
19 P 0.74460 5.17955 0.69760  0.5091
20 O -0.71476 5.06878 0.63691  -0.2728
21 O 1.37915 4.39524 1.96113  -0.1293
22 O 1.10487 6.74311 0.88900  -0.1302
23 H 4.89563 1.08729 -1.34481  0.0742
24 H 4.98365 2.30188 -0.00566  0.0768
25 H 5.88865 2.61355 -1.47966  0.0791
26 H 4.01927 4.02296 -1.50505  0.1098
27 H 3.75100 2.83010 -2.76406  0.1292
28 H 1.09913 1.14846 -2.08149  0.1128
29 H 2.78882 0.93450 -2.48745  0.1067
30 H 2.66188 -0.92240 -1.26744  0.0968
31 H 3.15340 0.10581 0.04127  0.0776
32 H 0.44840 1.00130 1.28177  0.1263
33 H -0.77007 -0.88568 -1.53361  0.0628
34 H -2.27115 0.08506 -3.27927  -0.0507
35 H -3.10781 2.45458 -2.88837  0.0827
36 H -2.49977 3.72187 -0.83247  0.1053
37 H -0.99298 2.64306 0.81665  0.1005
38 H 2.33622 4.33575 1.80016  0.0809
39 H 0.53102 6.99899 1.63602  0.0300
40 Cl -3.55670 -1.40794 -3.14139  0.7044
41 C -4.79919 -2.20522 -4.14459  -0.6103
42 C -4.41039 -3.61153 -4.52996  -0.6493
43 Cl -3.04172 -3.64021 -5.67416  0.5454
44 H -4.97074 -1.58418 -5.02122  0.0710
45 H -5.71581 -2.22562 -3.55552  0.0744
46 H -5.24629 -4.10398 -5.02561  0.0711
47 H -4.13387 -4.20129 -3.65868  0.0675
48 Cl -2.49653 -4.02115 -0.05221  0.5305
49 C -1.75013 -3.84632 1.55651  -0.6554
50 C -2.74317 -4.06196 2.67070  -0.6785
51 Cl -3.95105 -2.75337 2.75661  0.5213
52 H -1.29411 -2.85889 1.60806  0.0559
53 H -0.95777 -4.59140 1.62069  0.0731
54 H -2.22393 -4.07763 3.62866  0.0730
55 H -3.27535 -5.00318 2.55551  -0.0074
56 Cl 3.17049 -1.37970 -4.95859  0.5308
57 C 2.02936 -2.60805 -5.57115  -0.6526
58 C 0.59313 -2.17270 -5.42560  -0.6586
59 Cl 0.08405 -2.11045 -3.72344  0.6036
60 H 2.22023 -3.53811 -5.04037  0.0682
61 H 2.26290 -2.75997 -6.62422  0.0723
62 H -0.06224 -2.88468 -5.92674  0.0517
63 H 0.42648 -1.19034 -5.86232  0.0202
64 Cl -0.98944 6.39738 3.68457  0.6151
65 C -0.11256 6.89271 5.15458  -0.6455
66 C -0.58461 8.22649 5.67667  -0.6653
67 Cl -0.13461 9.56650 4.59189  0.5400
68 H 0.95044 6.90903 4.92338  0.0703
69 H -0.28770 6.12037 5.90248  0.0740
70 H -0.12104 8.42938 6.64130  0.0719
71 H -1.66446 8.24460 5.80540  0.0684
72 Cl -0.88604 0.55876 -7.66467  0.5562
73 C -1.51310 2.18047 -7.26608  -0.6526
74 C -0.78901 2.80383 -6.09815  -0.6143
75 Cl -1.13929 1.96594 -4.55908  0.7367
76 H -2.57920 2.08850 -7.06987  0.0679
77 H -1.38044 2.79639 -8.15477  0.0706
78 H -1.11200 3.83751 -5.97585  0.0752
79 H 0.28895 2.79869 -6.24906  0.0684
80 Cl -4.41012 -7.38250 3.58674  0.5517
81 C -5.97192 -6.52942 3.70574  -0.6510
82 C -6.66897 -6.42771 2.37192  -0.6536
83 Cl -5.81906 -5.33496 1.25192  0.5535
84 H -5.78729 -5.54622 4.13412  0.0670
85 H -6.58932 -7.09645 4.40129  0.0711
86 H -7.67053 -6.02236 2.51121  0.0724
87 H -6.75795 -7.40037 1.89279  0.0671
88 Cl 5.54771 -4.45500 2.95421  0.5328
89 C 4.03003 -3.52953 3.11549  -0.7222
90 C 3.31576 -3.36873 1.79789  -0.6323
91 Cl 4.19538 -2.29745 0.67752  0.6214
92 H 4.26954 -2.56887 3.55786  0.0146
93 H 3.39836 -4.07811 3.81148  0.0498
94 H 2.33737 -2.91771 1.95966  0.0558
95 H 3.17065 -4.32549 1.30133  0.0756
96 Cl 2.55548 -1.84381 5.43538  0.5954
97 C 3.08247 -1.60557 7.12079  -0.6463
98 C 4.56016 -1.85473 7.28962  -0.6606
99 Cl 4.97758 -3.57301 7.07724  0.5503
100 H 2.49100 -2.26249 7.75439  0.0695
101 H 2.84892 -0.57495 7.38491  0.0725
102 H 4.86780 -1.57399 8.29615  0.0722
103 H 5.14583 -1.27566 6.57879  0.0699

Atoms 1-3, force components in eV/Å:
C -0.64 0.92 -0.14
C 0.75 0.08 0.56
C 0.48 -1.33 -1.68

---

So what do the calculations give for DFT total energy? Going down the list: -69253.783; -66488.648; -257011.347 eV.